A cluster of 18 separate species, C84H216N12O30 in total. Source: OMol25; level of theory: ωB97M-V/def2-TZVPD.

XYZ file:
```
342
C84H216N12O30, DFT ωB97M-V/def2-TZVPD
C -5.76609 2.90617 -3.81652
O -5.19801 4.19787 -3.59622
C -5.24390 5.03219 -4.76315
C -4.96125 6.46500 -4.34031
N -3.65818 6.61586 -3.69071
C -3.46318 8.04074 -3.45733
C -2.19520 8.29212 -2.62642
O -2.33116 7.43296 -1.51247
C -1.09824 6.98824 -1.05701
H -6.84862 3.01191 -3.87412
H -5.44746 2.31643 -2.95313
H -5.36188 2.43700 -4.69887
H -6.21168 4.94750 -5.21468
H -4.52366 4.66748 -5.50104
H -5.75800 6.96912 -3.69571
H -4.94045 7.07347 -5.20410
H -3.73423 6.20406 -2.76268
H -4.31462 8.53076 -3.00789
H -3.36726 8.51825 -4.40529
H -2.03707 9.34717 -2.47716
H -1.33113 8.02595 -3.26340
H -0.69103 6.20700 -1.69780
H -1.20088 6.54717 -0.09883
H -0.35490 7.77630 -0.92057
C -0.14306 -4.39889 -4.33933
O 1.20703 -4.23164 -4.54510
C 1.52180 -4.72888 -5.89495
C 3.03328 -4.88797 -5.85798
N 3.33480 -5.96930 -4.94264
C 4.70282 -6.36248 -4.80679
C 4.82088 -7.58423 -3.91912
O 4.32106 -7.21286 -2.62173
C 4.41675 -8.08477 -1.56458
H -0.31196 -4.08085 -3.33564
H -0.51355 -5.41582 -4.48903
H -0.84277 -3.88888 -5.03271
H 1.15449 -3.94793 -6.57655
H 1.14096 -5.73460 -6.04349
H 3.59221 -3.95410 -5.52548
H 3.48055 -5.07741 -6.86522
H 2.91940 -5.73040 -4.05874
H 5.30857 -5.55835 -4.37005
H 5.08064 -6.53814 -5.82378
H 5.82597 -7.98362 -3.91426
H 4.12402 -8.34547 -4.33369
H 3.93905 -9.07780 -1.74164
H 3.91443 -7.69440 -0.70604
H 5.48111 -8.30385 -1.37528
C 1.75448 -1.12858 -6.35665
O 2.10610 0.10358 -5.71082
C 2.00729 -0.08352 -4.27171
C 0.53438 -0.29690 -3.83852
N -0.28880 0.80354 -4.24583
C 0.05150 2.05705 -3.60033
C -0.86774 3.10621 -4.12162
O -0.65096 3.30853 -5.49006
C -1.33030 4.39630 -6.07793
H 2.26056 -1.99184 -5.88723
H 2.04946 -1.10743 -7.47195
H 0.67421 -1.27378 -6.35761
H 2.38827 0.79468 -3.83058
H 2.65413 -0.93091 -4.04504
H 0.55521 -0.31434 -2.71517
H 0.16031 -1.31984 -4.11431
H -0.09616 0.96414 -5.26768
H 1.11612 2.39588 -3.82523
H -0.05646 1.92675 -2.54097
H -0.71839 3.96635 -3.46867
H -1.92696 2.82308 -3.95299
H -0.84426 5.33827 -5.79889
H -2.33156 4.48565 -5.66543
H -1.45060 4.24365 -7.18102
C -3.59355 -5.71092 -3.90597
O -3.09359 -4.53468 -4.46373
C -4.10781 -3.52915 -4.57716
C -4.34661 -2.74469 -3.29784
N -5.21879 -1.64333 -3.67669
C -5.50960 -0.67260 -2.58873
C -6.27712 -1.24859 -1.45456
O -5.43197 -2.15665 -0.67790
C -6.08123 -2.37887 0.59913
H -2.79507 -6.44220 -4.02289
H -4.49690 -6.01801 -4.48640
H -3.79900 -5.56375 -2.85050
H -5.08220 -3.94222 -4.97570
H -3.75390 -2.95804 -5.43273
H -3.37344 -2.35097 -2.97040
H -4.74230 -3.35580 -2.52217
H -4.63636 -1.17814 -4.42384
H -6.12495 0.14417 -3.01414
H -4.65486 -0.15404 -2.22566
H -7.06251 -1.85810 -1.84881
H -6.71938 -0.49114 -0.76465
H -5.51265 -3.13803 1.16868
H -7.13176 -2.67407 0.48144
H -6.06176 -1.46655 1.21040
C 0.69008 -2.23540 4.82920
O -0.61396 -2.41143 4.31158
C -1.35415 -3.19858 5.19015
C -2.48984 -3.87449 4.48101
N -2.12019 -4.71216 3.33425
C -3.25432 -4.71934 2.36809
C -4.30390 -5.68416 2.78800
O -5.56353 -5.26623 2.29509
C -6.46794 -6.28817 1.82834
H 1.42402 -2.04212 4.04113
H 0.99172 -3.12989 5.47784
H 0.54970 -1.30966 5.46813
H -1.79568 -2.66059 5.97950
H -0.64400 -3.89416 5.66690
H -3.27967 -3.09557 4.17448
H -3.05387 -4.49931 5.11888
H -1.31711 -4.33091 2.81437
H -2.80799 -4.92378 1.33754
H -3.70963 -3.67844 2.35504
H -4.36694 -5.73285 3.87410
H -4.08683 -6.73428 2.46918
H -7.02479 -6.63861 2.73005
H -5.91485 -7.13051 1.35827
H -7.07200 -5.80372 1.03211
C -5.70174 6.15528 -0.55111
O -6.01573 6.48550 0.77307
C -7.20348 5.90252 1.28210
C -7.69902 6.61552 2.50228
N -8.18997 5.71427 3.56218
C -8.23367 6.21592 4.93222
C -9.30636 7.24499 5.12786
O -10.42746 7.00306 4.26087
C -11.37603 8.01182 4.11436
H -4.69188 6.58571 -0.70146
H -6.34535 6.62095 -1.30537
H -5.73527 5.06469 -0.76369
H -6.96775 4.88402 1.58138
H -8.03557 5.81544 0.56495
H -8.36146 7.40944 2.26653
H -6.86795 7.17563 2.99460
H -9.11299 5.39295 3.31977
H -7.24555 6.61348 5.12486
H -8.43272 5.35463 5.56562
H -8.94698 8.27392 5.06968
H -9.58398 7.17756 6.22739
H -10.86661 8.96091 3.82396
H -11.97472 8.12255 5.09816
H -12.06548 7.70392 3.33222
C 12.28389 -4.76706 -1.88515
O 11.13949 -4.42007 -1.11730
C 11.14008 -3.02898 -0.77261
C 9.73844 -2.76558 -0.24276
N 9.44520 -1.32942 -0.12433
C 8.07976 -1.00271 0.17192
C 7.11778 -1.77413 -0.71359
O 7.58078 -1.66415 -2.07633
C 6.75294 -2.49178 -2.85150
H 12.21345 -5.83075 -2.22100
H 13.21670 -4.59995 -1.38854
H 12.31398 -4.02741 -2.73464
H 11.38069 -2.39802 -1.67252
H 11.96759 -2.97596 -0.11428
H 9.63843 -3.27312 0.70983
H 9.08519 -3.18811 -1.02392
H 9.77024 -0.87478 -0.99057
H 7.92496 0.06500 0.16163
H 7.82344 -1.40878 1.16583
H 6.09389 -1.48357 -0.65250
H 7.13351 -2.83425 -0.51761
H 6.90621 -2.31409 -3.89712
H 5.68495 -2.24698 -2.68603
H 6.92539 -3.53864 -2.60921
C 0.88184 -6.15526 4.56782
O 1.17565 -5.06436 3.61918
C 2.60300 -4.94412 3.38475
C 2.96489 -5.75731 2.15795
N 4.32011 -5.48534 1.72397
C 4.51784 -4.27238 0.99221
C 4.13089 -4.49633 -0.47243
O 3.55182 -3.28742 -0.86309
C 3.07152 -3.23393 -2.15813
H 1.08732 -5.84445 5.63298
H 1.37405 -7.07897 4.31179
H -0.23900 -6.30732 4.55878
H 3.17089 -5.32753 4.25758
H 2.78754 -3.87000 3.35111
H 2.20833 -5.52199 1.41218
H 2.81259 -6.77220 2.36905
H 4.82970 -6.27446 1.37452
H 5.55418 -3.86410 1.10308
H 3.82495 -3.55811 1.51343
H 3.41633 -5.31992 -0.66997
H 5.06813 -4.69903 -1.04597
H 2.63616 -2.28752 -2.37556
H 2.26138 -3.91160 -2.24127
H 3.71871 -3.58559 -2.97673
C 5.54632 -0.99090 3.51182
O 5.46977 -2.37836 3.86305
C 6.21766 -2.74404 4.94078
C 6.19033 -4.28505 5.05586
N 6.77388 -5.05291 3.97856
C 8.17976 -4.77893 3.79591
C 8.61135 -5.58317 2.51985
O 7.90236 -4.97284 1.48001
C 8.10481 -5.58056 0.21178
H 6.54132 -0.66689 3.19774
H 5.46740 -0.42971 4.46842
H 4.81111 -0.66933 2.78622
H 5.87198 -2.35053 5.92543
H 7.31628 -2.47744 4.80326
H 5.19355 -4.65632 5.25093
H 6.85745 -4.38002 5.94976
H 6.22570 -4.94323 3.12637
H 8.79957 -5.18770 4.58152
H 8.46514 -3.76949 3.58126
H 8.27650 -6.60787 2.57163
H 9.70770 -5.44171 2.34501
H 7.32871 -5.18489 -0.45962
H 7.91422 -6.67456 0.36333
H 9.13453 -5.33352 -0.13798
C 1.32831 -2.33355 1.00736
O 0.90410 -1.82938 -0.25336
C -0.18418 -2.54019 -0.81172
C -1.49902 -2.13229 -0.31404
N -2.04264 -0.91065 -0.87278
C -1.50057 0.36990 -0.42473
C -2.52613 1.44126 -0.92418
O -2.01933 2.72200 -0.73790
C -2.74367 3.73664 -1.35364
H 1.42120 -3.43568 0.84384
H 0.72798 -2.17179 1.88771
H 2.28115 -1.81476 1.28069
H -0.04689 -3.62316 -0.58045
H -0.18741 -2.25755 -1.88565
H -1.40961 -2.15377 0.81757
H -2.14981 -2.96878 -0.54886
H -3.04721 -0.85578 -0.86439
H -0.52984 0.54039 -0.98058
H -1.26041 0.41935 0.60358
H -3.41857 1.41533 -0.25713
H -2.86679 1.22855 -1.93259
H -3.16780 3.51043 -2.37823
H -2.10002 4.60320 -1.43058
H -3.65407 3.96991 -0.76101
C -1.52392 3.90152 2.32814
O -2.67239 4.61475 2.82671
C -2.32306 5.66177 3.73534
C -3.48060 6.58583 3.96418
N -3.90255 7.53117 2.94929
C -2.82319 8.11300 2.19709
C -3.44135 9.24363 1.47709
O -2.66063 9.86284 0.47525
C -1.47323 10.29111 1.10511
H -1.85584 3.03826 1.69286
H -1.00411 3.46687 3.26163
H -0.85540 4.48809 1.72200
H -1.43299 6.22946 3.41484
H -2.05486 5.37084 4.77669
H -3.40456 7.14120 4.88736
H -4.31414 5.95150 4.12480
H -4.55681 7.14771 2.28063
H -2.21111 7.44972 1.54096
H -2.16919 8.52840 2.97935
H -3.61569 9.92751 2.31604
H -4.36006 8.97519 0.93263
H -0.77733 9.47937 1.17585
H -1.65942 10.60203 2.07632
H -1.10729 11.26163 0.63517
C 1.04026 2.26591 5.65945
O 0.97567 2.37194 4.22612
C 1.60190 1.32262 3.51975
C 1.27227 1.45711 2.03012
N 1.96464 2.67203 1.57410
C 1.50745 3.11866 0.27484
C 2.10674 4.34992 -0.20328
O 1.95092 5.42070 0.77012
C 2.95260 6.42244 0.55543
H 0.61927 1.32143 5.96169
H 0.51233 3.13805 6.11597
H 2.07673 2.28881 6.08415
H 1.20327 0.38551 3.91505
H 2.64649 1.37214 3.65120
H 0.17536 1.60706 1.85906
H 1.60383 0.56623 1.47414
H 1.78120 3.39316 2.25259
H 0.41040 3.19878 0.25554
H 1.84885 2.31239 -0.45471
H 1.81441 4.80897 -1.17227
H 3.22151 4.19738 -0.31627
H 2.97119 6.69438 -0.50428
H 3.86994 5.90684 0.70217
H 2.84672 7.26456 1.28423
C -1.31768 -7.63822 -0.00358
C -0.82077 -6.98248 1.25207
O -0.29394 -5.66291 0.98324
H -2.07892 -7.05843 -0.46551
H -1.89252 -8.54352 0.32649
H -0.54389 -7.89996 -0.70769
H -0.03397 -7.56376 1.68628
H -1.65184 -6.93358 1.94700
H 0.19255 -5.37012 1.78977
C -6.65154 2.57975 3.04814
C -5.53343 2.61663 2.05044
O -4.99989 1.32076 1.84888
H -7.63282 2.30105 2.57434
H -6.87484 3.50347 3.54563
H -6.30410 1.92108 3.87925
H -4.69131 3.27699 2.40005
H -5.84843 2.93934 1.05738
H -5.09335 0.86397 2.73100
C 6.84806 3.16127 2.96070
C 5.39323 3.43271 2.63373
O 4.89532 2.17291 2.13609
H 7.41596 2.88430 2.06407
H 6.82465 2.39749 3.73454
H 7.29270 4.04117 3.40791
H 5.29762 4.25768 1.86840
H 4.90421 3.76668 3.54947
H 3.97355 2.38432 1.92057
C 4.95636 0.95941 -1.16362
C 3.99365 -0.19018 -1.09370
O 2.65130 0.23652 -1.14169
H 4.78166 1.80135 -0.48499
H 5.01145 1.40743 -2.15504
H 5.95207 0.53796 -0.97537
H 4.22706 -0.63392 -0.09735
H 4.20961 -0.87623 -1.90501
H 2.17142 -0.53300 -0.83686
C -2.04403 0.68830 3.56981
C -2.88204 1.54272 4.44546
O -4.28635 0.94588 4.58609
H -2.04633 -0.33432 4.03073
H -1.00654 1.05823 3.48549
H -2.51178 0.65912 2.55578
H -2.93894 2.58283 4.08707
H -2.48088 1.55219 5.44328
H -4.69329 1.62465 5.14147
C -2.27934 -0.04116 -7.22509
C -3.14687 0.65676 -6.24810
O -3.08030 0.14234 -4.91866
H -1.27139 -0.01823 -6.87061
H -2.32091 0.47178 -8.23064
H -2.64109 -1.07965 -7.28317
H -4.23326 0.58474 -6.45644
H -2.83864 1.71650 -6.24493
H -2.26297 0.48317 -4.55698
```

Output
* spin multiplicity: 1
* total charge: 0
* energy relative to the best compared isomer or geometry (same formula, charge and spin): 67.8 kcal/mol
* frontier orbital gap: 8.61 eV

These are the Mulliken partial charges, in e, on atoms 1 to 8: C -0.954; O 0.113; C -0.700; C -0.817; N 0.164; C -0.878; C -0.792; O 0.439